A.
The ion C5H9N2 with charge +1. Source: OMol25; level of theory: ωB97M-V with the def2-TZVPD basis set.

Geometry (Å):
C  -1.334  1.178  -0.598
C  0.342  -1.223  -0.106
C  -0.168  1.078  0.431
C  0.865  0.177  0.111
C  -1.462  0.275  0.700
N  2.159  0.414  0.160
N  -1.101  -1.148  0.234
H  -1.818  2.136  -0.579
H  -1.200  0.736  -1.573
H  0.533  -1.585  -1.121
H  0.838  -1.899  0.593
H  0.072  1.995  0.947
H  2.834  -0.322  0.011
H  2.496  1.348  0.346
H  -1.702  -1.386  -0.560
H  -1.353  -1.774  1.003

Computed properties:
LUMO energy: -4.3 eV
Total charge: +1
2S+1: 1
Kohn-Sham gap: 7.636 eV
Molar mass: 97.1 g mol⁻¹

=====

B.
The ion C5H9N2 with charge +1. Source: OMol25; level of theory: ωB97M-V with the def2-TZVPD basis set.

Geometry (Å):
C  0.338  0.691  -1.962
C  0.064  2.010  -0.387
C  0.205  -0.429  0.375
C  1.135  1.690  -1.252
C  -0.919  -2.238  1.470
N  -0.699  -1.308  0.402
N  0.236  0.613  -0.550
H  -0.467  1.141  -2.642
H  0.598  -0.205  -2.517
H  0.306  2.314  0.592
H  -0.831  2.406  -0.762
H  2.192  1.665  -1.032
H  0.882  -0.044  1.172
H  -1.266  -3.185  0.925
H  -0.113  -2.464  2.002
H  -1.698  -1.777  2.046

Computed properties:
LUMO energy: -3.7 eV
Total charge: +1
2S+1: 1
Kohn-Sham gap: 10.758 eV
Molar mass: 97.1 g mol⁻¹
Structure (SMILES): C/N=C/[N@+]12C[C@H]1C2

=====

Most stable structure, least stable structure: A, B.

=====

A.
The ion C5H9N2 with charge +1. Source: OMol25; level of theory: ωB97M-V with the def2-TZVPD basis set.

Geometry (Å):
C  -3.545  -0.399  -0.035
C  -2.279  -0.199  -0.009
C  -1.385  1.069  -0.128
C  -0.296  0.307  0.522
C  1.997  -0.736  -0.163
N  -1.016  -0.939  0.044
N  1.085  0.384  -0.158
H  -1.120  1.339  -1.187
H  -1.661  1.893  0.592
H  -0.082  0.638  1.586
H  2.241  -1.029  0.810
H  1.729  -1.694  -0.651
H  2.974  -0.476  -0.608
H  -1.077  -1.838  0.394
H  0.744  0.556  -1.149
H  1.690  1.124  0.140

Computed properties:
LUMO energy: -4.8 eV
Total charge: +1
2S+1: 1
Kohn-Sham gap: 8.645 eV
Molar mass: 97.1 g mol⁻¹

=====

B.
The ion C5H9N2 with charge +1. Source: OMol25; level of theory: ωB97M-V with the def2-TZVPD basis set.

Geometry (Å):
C  2.016  0.040  -0.104
C  -1.561  1.318  -0.012
C  1.745  1.440  -0.120
C  -0.098  -0.709  0.443
C  -1.104  -1.818  -0.270
N  1.300  -0.943  0.269
N  -0.497  0.635  0.072
H  3.096  -0.179  -0.287
H  -2.487  0.908  0.301
H  -1.535  2.304  -0.527
H  1.722  2.112  0.810
H  2.020  2.069  -0.910
H  -0.319  -1.009  1.511
H  -1.237  -2.615  0.507
H  -0.900  -2.156  -1.265
H  -2.163  -1.398  -0.419

Computed properties:
LUMO energy: -6.5 eV
Total charge: +1
2S+1: 1
Kohn-Sham gap: 8.273 eV
Molar mass: 97.1 g mol⁻¹

=====

Most stable structure, least stable structure: B, A.

=====

A.
A cluster of 2 separate species, C9H14 in total. Source: OMol25; level of theory: ωB97M-V with the def2-TZVPD basis set.

Geometry (Å):
C  1.791  -2.687  1.146
C  1.125  -3.664  0.170
H  1.021  -2.102  1.661
H  2.240  -3.275  1.937
H  2.463  -2.012  0.623
H  0.506  -3.214  -0.614
H  0.573  -4.445  0.689
H  1.862  -4.178  -0.452
C  -0.214  3.808  -0.591
C  0.401  1.416  -0.142
C  -0.561  2.359  -0.451
C  0.022  0.058  -0.045
C  -1.366  -0.298  -0.274
C  -1.931  1.979  -0.428
C  -2.352  0.624  -0.300
H  1.388  1.794  0.085
H  0.890  -0.574  0.045
H  0.401  4.254  0.192
H  -1.071  4.446  -0.774
H  -1.613  -1.352  -0.320
H  -2.655  2.783  -0.459
H  -3.397  0.366  -0.254
H  0.474  3.914  -1.443

Computed properties:
LUMO energy (spin up / spin down): -4.5 / -8.3 eV
⟨S²⟩: 0.77
Total charge: +1
2S+1: 2
Kohn-Sham gap (spin up / spin down): 10.124 / 6.233 eV
Molar mass: 122.2 g mol⁻¹

=====

B.
A cluster of 2 separate species, C9H14 in total. Source: OMol25; level of theory: ωB97M-V with the def2-TZVPD basis set.

Geometry (Å):
C  -0.258  -0.788  -1.791
C  -0.281  2.939  -1.148
C  0.045  1.691  -1.657
C  -1.383  3.080  -0.208
C  -0.576  0.531  -1.207
C  -2.070  1.965  0.167
C  -1.657  0.707  -0.308
H  0.206  3.828  -1.527
H  0.824  1.624  -2.404
H  -1.503  4.038  0.282
H  -2.846  2.015  0.914
H  -1.016  -1.515  -1.487
H  0.744  -1.190  -1.662
H  -2.140  -0.165  0.119
H  -0.437  -0.824  -2.876
C  1.421  -2.946  2.133
C  1.657  -1.570  1.572
H  2.282  -3.606  2.046
H  1.155  -2.871  3.187
H  0.608  -3.464  1.624
H  0.757  -0.948  1.632
H  2.030  -1.550  0.540
H  2.438  -0.981  2.058

Computed properties:
LUMO energy (spin up / spin down): -4.5 / -8.5 eV
⟨S²⟩: 0.77
Total charge: +1
2S+1: 2
Kohn-Sham gap (spin up / spin down): 9.897 / 5.900 eV
Molar mass: 122.2 g mol⁻¹

=====

C.
A cluster of 2 separate species, C9H14 in total. Source: OMol25; level of theory: ωB97M-V with the def2-TZVPD basis set.

Geometry (Å):
C  -2.316  0.749  -0.320
C  0.802  2.701  -1.370
C  -0.448  2.236  -1.435
C  1.761  2.323  -0.385
C  -0.901  1.320  -0.396
C  1.295  1.452  0.595
C  -0.003  0.864  0.502
H  1.136  3.487  -2.114
H  -1.117  2.497  -2.302
H  2.861  2.557  -0.515
H  1.874  1.218  1.417
H  -2.716  1.202  0.487
H  -2.186  -0.311  -0.530
H  -0.272  0.141  1.169
H  -3.100  1.108  -1.021
C  -0.109  -3.152  1.143
C  1.046  -2.741  0.337
H  0.093  -3.851  1.990
H  -0.520  -2.367  1.704
H  -1.117  -3.599  0.775
H  1.791  -3.497  0.084
H  0.552  -2.427  -0.660
H  1.591  -1.908  0.845

Computed properties:
LUMO energy (spin up / spin down): -4.4 / -8.5 eV
⟨S²⟩: 0.77
Total charge: +1
2S+1: 2
Kohn-Sham gap (spin up / spin down): 9.716 / 5.610 eV
Molar mass: 122.2 g mol⁻¹

=====

Most stable structure, least stable structure: B, C.

=====

A.
An isolated molecule of C6H12O. Source: OMol25; level of theory: ωB97M-V with the def2-TZVPD basis set.

Geometry (Å):
C  -1.325  -0.851  1.901
O  -0.158  -0.196  1.490
C  0.491  -0.613  0.320
C  -0.297  -1.100  -0.917
C  0.512  -0.063  -1.753
C  1.076  0.598  -0.468
C  0.501  1.962  -0.081
H  -1.138  -1.867  2.278
H  -2.082  -0.904  1.107
H  -1.724  -0.240  2.715
H  1.285  -1.341  0.549
H  -0.174  -2.165  -1.161
H  -1.373  -0.893  -0.899
H  -0.108  0.588  -2.372
H  1.288  -0.523  -2.370
H  2.171  0.651  -0.423
H  0.987  2.784  -0.624
H  -0.574  2.026  -0.281
H  0.642  2.144  0.989

Computed properties:
LUMO energy: 1.1 eV
2S+1: 1
Kohn-Sham gap: 10.421 eV
Molar mass: 100.2 g mol⁻¹
Structure (SMILES): CO[C@H]1CC[C@H]1C

=====

B.
An isolated molecule of C6H12O. Source: OMol25; level of theory: ωB97M-V with the def2-TZVPD basis set.

Geometry (Å):
C  -0.957  -1.407  1.197
C  -1.066  -0.116  0.429
O  2.062  -0.775  -0.147
C  -2.009  0.089  -0.491
C  1.487  0.078  -1.123
C  0.894  1.296  -0.429
C  -0.019  0.937  0.755
H  -1.627  -2.177  0.800
H  -1.211  -1.245  2.253
H  0.076  -1.772  1.164
H  2.186  -1.642  -0.547
H  -2.744  -0.676  -0.730
H  -2.084  1.029  -1.037
H  2.246  0.404  -1.852
H  0.689  -0.443  -1.672
H  0.335  1.871  -1.179
H  1.700  1.946  -0.066
H  -0.510  1.851  1.111
H  0.610  0.575  1.574

Computed properties:
LUMO energy: 0.9 eV
2S+1: 1
Kohn-Sham gap: 10.072 eV
Molar mass: 100.2 g mol⁻¹
Structure (SMILES): C=C(C)CCCO

=====

C.
A cluster of 2 separate species, C6H12O in total. Source: OMol25; level of theory: ωB97M-V with the def2-TZVPD basis set.

Geometry (Å):
C  1.644  1.066  0.296
C  0.836  -0.067  0.944
C  -0.633  0.043  1.227
C  -1.365  -0.998  1.602
O  -1.146  -1.696  -0.910
C  -0.338  -0.947  -1.402
C  -0.698  0.425  -1.918
H  2.563  1.182  0.878
H  1.956  0.917  -0.746
H  1.101  2.016  0.340
H  1.178  -1.065  0.646
H  -1.000  1.064  1.301
H  1.002  -0.010  2.023
H  -2.401  -0.893  1.892
H  -0.957  -2.010  1.583
H  0.708  -1.280  -1.557
H  -1.274  0.995  -1.181
H  0.172  1.004  -2.238
H  -1.349  0.254  -2.780

Computed properties:
LUMO energy: 1.1 eV
2S+1: 1
Kohn-Sham gap: 9.982 eV
Molar mass: 100.2 g mol⁻¹
Structure (SMILES): C=CCC.CC=O

=====

Most stable structure, least stable structure: B, C.

=====

A.
An isolated molecule of C6H12O. Source: OMol25; level of theory: ωB97M-V with the def2-TZVPD basis set.

Geometry (Å):
C  0.409  -2.622  -0.728
C  -0.318  -1.320  -0.417
C  0.408  -0.086  -0.966
C  -0.224  1.194  -0.382
C  0.245  1.439  0.990
C  -0.652  2.280  1.797
O  1.781  -0.093  -0.658
H  -0.135  -3.485  -0.329
H  1.409  -2.606  -0.287
H  0.527  -2.764  -1.808
H  -0.417  -1.208  0.674
H  -1.339  -1.339  -0.825
H  0.332  -0.081  -2.061
H  -1.311  1.272  -0.559
H  0.237  2.070  -0.885
H  -1.357  2.937  1.265
H  -0.150  2.809  2.613
H  -1.257  1.489  2.284
H  1.823  0.264  0.251

Computed properties:
LUMO energy: 0.1 eV
2S+1: 1
Kohn-Sham gap: 8.736 eV
Molar mass: 100.2 g mol⁻¹

=====

B.
An isolated molecule of C6H12O. Source: OMol25; level of theory: ωB97M-V with the def2-TZVPD basis set.

Geometry (Å):
C  -1.109  -0.432  -2.105
C  -0.895  0.179  -0.731
O  -2.186  0.431  -0.191
C  -0.106  -0.741  0.173
C  1.388  -0.836  0.059
C  0.775  -0.241  1.295
C  0.964  1.226  1.618
H  -0.148  -0.584  -2.609
H  -1.732  0.227  -2.717
H  -1.614  -1.399  -2.014
H  -0.346  1.128  -0.853
H  -2.066  0.701  0.728
H  -0.635  -1.673  0.376
H  1.875  -0.147  -0.630
H  1.857  -1.814  0.109
H  0.782  -0.883  2.175
H  0.955  1.850  0.718
H  1.930  1.386  2.110
H  0.183  1.596  2.293

Computed properties:
LUMO energy: 1.0 eV
2S+1: 1
Kohn-Sham gap: 11.080 eV
Molar mass: 100.2 g mol⁻¹
Structure (SMILES): C[C@@H]1C[C@@H]1[C@@H](C)O

=====

Most stable structure, least stable structure: B, A.

=====

A.
A cluster of 2 separate species, C4H4N2O2 in total. Source: OMol25; level of theory: ωB97M-V with the def2-TZVPD basis set.

Geometry (Å):
C  -2.400  0.293  -0.604
C  -1.492  -0.368  -0.043
C  -0.387  -0.820  0.765
C  1.006  0.979  -0.462
H  -3.339  0.317  -1.063
H  -0.355  -1.621  1.662
H  2.723  -0.554  -0.516
H  1.391  1.755  -1.024
N  1.381  -0.459  -0.922
N  0.543  1.579  0.641
O  0.824  -1.388  0.127
O  0.105  0.285  1.439

Computed properties:
LUMO energy: -0.3 eV
2S+1: 1
Kohn-Sham gap: 9.338 eV
Molar mass: 112.1 g mol⁻¹

=====

B.
An isolated molecule of C4H4N2O2. Source: OMol25; level of theory: ωB97M-V with the def2-TZVPD basis set.

Geometry (Å):
C  -1.343  -0.178  -0.105
C  -0.697  1.086  -0.555
C  0.614  1.397  -0.294
C  1.365  0.377  0.401
H  1.418  -1.424  -0.035
H  -0.728  -2.276  0.240
H  -1.430  1.803  -0.560
H  0.963  2.552  0.185
N  -0.513  -1.287  -0.113
N  1.903  -0.459  0.987
O  0.744  -1.315  -0.927
O  -2.296  -0.276  0.775

Computed properties:
LUMO energy: -1.2 eV
2S+1: 1
Kohn-Sham gap: 8.538 eV
Molar mass: 112.1 g mol⁻¹
Structure (SMILES): N#C/C=C\C(=O)NO

=====

Most stable structure, least stable structure: B, A.